ORCA calculation (the ωB97M-V functional and the def2-TZVPD basis) on a 8-piece molecular cluster, C39H46N8O13 overall at a distorted geometry.

Atoms and positions in Å:
O -2.16881 2.40962 -2.31742
N -2.76030 2.29329 -1.16096
O -3.88471 2.34051 -1.05506
C -1.96617 1.72565 -0.18741
C -2.52749 1.10294 1.05811
C -1.60828 0.45011 2.18616
C -0.14908 0.25774 1.85074
C 0.35396 0.91829 0.69826
C -0.35458 1.66955 -0.32853
H -3.63755 1.17338 1.14209
H -2.05067 0.08602 3.23428
H 0.52390 -0.12048 2.54848
H 1.34110 0.65678 0.53215
H 0.19510 2.05215 -1.17148
O -1.72397 -7.45338 5.03289
N -0.60126 -7.56937 4.33873
O -0.02703 -8.57556 4.20135
C -0.18846 -6.34752 3.61622
C -0.33127 -4.99167 4.11368
C 0.19526 -3.73568 3.31430
C 0.80963 -4.09186 1.93571
C 1.02011 -5.34934 1.39137
C 0.41909 -6.59187 2.18667
H -0.56838 -4.83167 5.10741
H 0.22569 -2.62211 3.69975
H 1.19867 -3.30696 1.31795
H 1.45548 -5.36724 0.42243
H 0.51764 -7.36667 1.44715
O 2.74802 6.71082 -3.12831
N 3.17627 5.65105 -2.67353
O 4.20468 5.10872 -3.03630
C 2.61549 5.24388 -1.38215
C 3.25291 3.99593 -0.57702
C 2.71822 3.64488 0.76921
C 1.46763 4.45418 1.36678
C 0.92850 5.53182 0.67347
C 1.36698 6.03023 -0.66556
H 4.01702 3.51255 -1.05875
H 2.89077 2.71149 1.14155
H 1.15457 4.26581 2.37950
H 0.12678 6.03462 1.11634
H 0.87829 6.96603 -1.13728
O -2.85947 0.16639 -5.40791
N -3.14194 -1.10091 -5.06292
O -4.19441 -1.62613 -5.52083
C -2.59735 -1.81224 -3.92538
C -3.04430 -3.27789 -3.61983
C -2.34329 -3.98892 -2.46023
C -1.37111 -3.12693 -1.51478
C -1.09558 -1.81856 -1.76800
C -1.62928 -1.09739 -2.92580
H -3.70081 -3.70027 -4.39832
H -2.31565 -5.06804 -2.43555
H -0.69382 -3.73058 -1.01386
H -0.33408 -1.11860 -1.20285
H -1.25627 -0.02431 -3.34693
O 2.62496 0.57398 -1.66799
N 2.77631 -0.72607 -1.74723
O 2.06649 -1.45812 -2.41074
C 3.96671 -1.33048 -1.12458
C 5.07797 -0.49928 -0.38457
C 6.39065 -1.08701 0.00092
C 6.48459 -2.56384 -0.02739
C 5.54404 -3.38899 -0.76427
C 4.22781 -2.79310 -1.34265
H 4.94544 0.63958 -0.39430
H 7.00185 -0.52734 0.62843
H 7.48657 -3.05272 0.43662
H 5.60036 -4.40075 -0.95234
H 3.65486 -3.35620 -1.94634
C -3.14347 5.84994 -3.60210
N -1.85946 6.21230 -4.32258
C -0.76185 5.63967 -3.47846
C -1.75821 6.75001 -5.45561
O -0.64308 6.97347 -6.01081
H -3.12628 6.44569 -2.86659
H -3.18848 4.80881 -3.47565
H -4.06021 6.30681 -4.15094
H -0.78607 5.89452 -2.46783
H 0.16808 5.91878 -3.83234
H -0.62471 4.56917 -3.55440
H -2.62013 6.98223 -5.88253
C -5.07270 -1.71377 -0.50707
N -6.16779 -1.17524 0.40487
C -7.15727 -2.06942 0.98876
C -6.32483 0.14538 0.47002
O -7.06225 0.79080 1.30184
H -4.99787 -2.68163 -0.53732
H -4.20963 -1.58319 -0.01149
H -4.84176 -1.18299 -1.42291
H -6.85545 -2.33792 2.00273
H -7.12894 -2.91571 0.54292
H -8.23026 -1.80390 1.12919
H -5.82265 0.77755 -0.22229
C 4.69844 -1.00591 5.74351
N 3.66479 -0.93372 4.67738
C 2.36632 -0.48086 5.20641
C 3.94197 -1.04789 3.37428
O 3.03503 -0.91677 2.50629
H 5.03760 -0.13373 6.31688
H 5.61270 -1.20482 5.23201
H 4.42514 -1.57060 6.53315
H 1.58620 -1.26607 5.08456
H 1.98676 0.18097 4.48224
H 2.48364 -0.08186 6.13256
H 4.91166 -1.52207 3.02797

Calculated values
relative energy (zero: lowest compared OMol25 entry of this formula, charge and spin) = 1698.0 kJ/mol
orbital gap = 6.96 eV
structure (SMILES) = O=[N+]([O-])c1ccccc1.O=[N+]([O-])c1ccccc1.O=[N+]([O-])c1ccccc1.O=[N+]([O-])c1ccccc1.O=[N+]([O-])c1ccccc1.CN(C)C=O.CN(C)C=O.CN(C)C=O
E = -2928.5808 Eh
E_HOMO = -8.742 eV



ORCA calculation (the ωB97M-V functional and the def2-TZVPD basis) on C39H46OP2Sn as an isolated structure at a distorted geometry.

Atoms and positions in Å:
Sn 1.71046 -1.56962 -0.23711
C -2.90242 0.36484 0.54171
C -3.06684 0.11728 -0.76848
C -3.17594 1.08579 -1.90610
C -1.81214 1.60948 -2.45532
C -0.86567 2.28567 -1.48997
C -1.11144 2.67921 -0.23255
C -2.48872 2.86276 0.34534
C -3.00294 1.70939 1.21619
C 2.77678 0.34498 -0.36724
H -2.87103 -0.48463 1.23752
H -3.08662 -0.94133 -1.10910
H -3.87938 1.91414 -1.75090
H -3.61601 0.49735 -2.73296
H -1.29670 0.74439 -2.90926
H -2.00310 2.30210 -3.29897
H 0.13164 2.46028 -1.91810
H -0.28574 2.93238 0.45476
H -3.19965 3.03814 -0.45898
H -2.50194 3.78898 0.92985
H -2.48126 1.69481 2.18503
H -4.05828 1.92799 1.45154
H 3.36477 0.44483 0.54610
H 2.01904 1.13149 -0.38168
H 3.43332 0.40944 -1.24393
P 0.10999 -2.26005 -9.08214
P 2.03831 0.31928 -9.42146
C -0.53451 -0.66665 -9.66956
C 0.29948 0.36831 -9.92708
C -0.68363 -3.42096 -10.27421
C -1.82375 -3.10052 -11.02297
C -2.40742 -4.06521 -11.85309
C -1.81648 -5.32357 -11.99400
C -0.62375 -5.61365 -11.31666
C -0.05192 -4.66829 -10.46848
C -0.91939 -2.38209 -7.55590
C -0.58904 -1.50127 -6.50734
C -1.32258 -1.52173 -5.32150
C -2.38973 -2.41856 -5.17167
C -2.71113 -3.29677 -6.21289
C -1.96994 -3.29282 -7.39900
C 2.71222 1.07257 -10.99476
C 2.63038 0.28181 -12.15876
C 3.01656 0.80533 -13.39228
C 3.50668 2.11505 -13.47446
C 3.62465 2.89090 -12.31898
C 3.24813 2.36537 -11.07723
C 2.11285 1.75559 -8.27834
C 3.26429 1.87353 -7.47391
C 3.44150 3.00060 -6.67447
C 2.45973 4.00263 -6.64869
C 1.29363 3.85897 -7.40592
C 1.10538 2.72335 -8.20057
H -1.62640 -0.56997 -9.75508
H -0.02452 1.26068 -10.48066
H -2.26060 -2.10565 -10.96208
H -3.32820 -3.82576 -12.38879
H -2.27752 -6.07747 -12.63346
H -0.14149 -6.58314 -11.44697
H 0.88169 -4.88133 -9.94334
H 0.23410 -0.79412 -6.63259
H -1.06863 -0.83579 -4.51091
H -2.96716 -2.42934 -4.24401
H -3.54890 -3.98588 -6.10850
H -2.21599 -3.98179 -8.20854
H 2.24228 -0.73660 -12.09282
H 2.93202 0.19383 -14.29137
H 3.79933 2.52511 -14.44022
H 4.00804 3.91051 -12.37779
H 3.35460 2.97648 -10.17969
H 4.01529 1.08197 -7.49814
H 4.34582 3.09709 -6.07165
H 2.60572 4.88900 -6.02850
H 0.52089 4.62957 -7.38087
H 0.18324 2.60021 -8.76818
C 1.74849 -1.28434 3.80520
C 0.67819 -0.68129 2.87329
C -0.63570 -1.24206 3.43394
C 0.74287 0.84800 2.94389
O 0.80772 -1.06965 1.49516
H 1.49904 -1.04365 4.85394
H 2.75652 -0.90478 3.61016
H 1.76056 -2.37403 3.71427
H -0.72596 -1.02143 4.51487
H -1.52083 -0.85183 2.92350
H -0.64199 -2.33191 3.31514
H 1.72713 1.18592 2.60809
H -0.02008 1.30170 2.29573
H 0.58715 1.25627 3.96011

Calculated values
relative energy (zero: lowest compared OMol25 entry of this formula, charge and spin) = 0.0 kJ/mol
orbital gap = 7.35 eV
E = -2485.8199 Eh
E_HOMO = -7.757 eV



ORCA calculation (the ωB97M-V functional and the def2-TZVPD basis) on C39H47AsBrIrN3OSe as an isolated structure at a distorted geometry.

Atoms and positions in Å:
Ir -0.21106 0.33600 0.74190
C -2.08464 -5.49189 -2.89529
C -0.65069 -5.77952 -2.39040
C -0.67225 -6.72444 -1.15101
C 0.12842 -6.50154 -3.50922
C 0.08103 -4.50126 -1.96759
C -0.37461 -3.21241 -2.25921
C 0.11741 -2.11156 -1.55148
Br -0.38922 -0.32540 -1.88675
C 1.03804 -2.28295 -0.45319
O 1.02631 -1.40621 0.52949
C 1.73891 -3.55916 -0.44232
C 1.18321 -4.63839 -1.13421
C 3.06661 -3.74025 0.27474
C 2.79715 -4.22921 1.73974
C 3.86098 -2.43801 0.18758
C 3.97742 -4.83255 -0.31751
H -2.56588 -6.45534 -3.07810
H -2.08077 -4.98217 -3.85680
H -2.68720 -4.91284 -2.19531
H -1.43775 -7.48292 -1.28762
H -0.87812 -6.17627 -0.21733
H 0.25923 -7.33495 -1.00122
H -0.40961 -7.37324 -3.87227
H 1.07804 -6.76470 -3.19011
H 0.24534 -5.82679 -4.35107
H -1.15849 -2.98716 -2.96588
H 1.54493 -5.67290 -1.02399
H 2.26313 -3.50118 2.34941
H 3.71404 -4.46430 2.27123
H 2.28082 -5.17726 1.73099
H 3.35238 -1.59812 0.68609
H 4.05879 -2.17320 -0.86205
H 4.90707 -2.56982 0.60259
H 3.57233 -5.85058 -0.29225
H 4.93217 -4.89442 0.22989
H 4.21843 -4.68147 -1.35551
N -1.22446 -1.15796 1.90737
C -0.43068 -1.62934 3.09561
C 0.26817 -0.46301 3.76537
N 0.98193 0.29020 2.68190
H -2.16597 -0.80747 2.10987
H -1.38807 -1.86946 1.17503
H 0.30581 -2.29951 2.68282
H -1.01445 -2.21090 3.77447
H 1.00406 -0.88405 4.52196
H -0.39317 0.20130 4.31138
H 1.69386 -0.32243 2.23536
H 1.38971 1.20578 2.98582
C 4.44983 3.84709 0.41912
C 3.68016 4.21153 1.51070
C 2.35746 3.83896 1.69749
C 1.82570 2.95728 0.71743
C 2.67957 2.37630 -0.24683
C 3.95764 2.84061 -0.44361
As -0.15950 2.67350 0.64143
C -0.47393 3.71084 -0.99265
C 0.21818 3.35622 -2.16841
C 0.02192 4.13212 -3.31647
C -0.79211 5.23394 -3.30311
C -1.55356 5.49990 -2.18799
C -1.47622 4.74131 -1.04040
C -0.78420 3.88557 2.16579
C -1.44595 3.29401 3.24340
C -1.93712 4.08756 4.25723
C -1.98450 5.48835 4.15996
C -1.38522 6.03724 3.01460
C -0.65776 5.30035 2.09527
H 5.46295 4.24041 0.34726
H 4.15998 4.79225 2.30772
H 1.84884 4.11476 2.61046
H 2.26611 1.55560 -0.89022
H 4.51530 2.48215 -1.27740
H 0.87449 2.47443 -2.19200
H 0.43461 3.71697 -4.22718
H -0.90311 5.83095 -4.19368
H -2.29487 6.31182 -2.24900
H -2.02346 5.01101 -0.11504
H -1.58111 2.19271 3.23653
H -2.35894 3.55830 5.20046
H -2.57224 6.09619 4.84626
H -1.38171 7.14187 2.90431
H -0.08917 5.78598 1.33335
Se -2.97164 1.45841 0.91224
C -4.12291 2.21404 -0.50358
C -4.99063 3.26665 -0.29358
C -5.57628 3.87935 -1.40538
N -5.57479 3.40721 -2.62145
C -4.85504 2.28197 -2.78456
C -4.14633 1.63430 -1.79330
H -5.12058 3.78497 0.65190
H -6.09484 4.86253 -1.26584
H -4.78950 1.93459 -3.80862
H -3.52420 0.72313 -2.03556

Calculated values
<S²> = 8.794
net charge = +2
relative energy (zero: lowest compared OMol25 entry of this formula, charge and spin) = 13.4 kJ/mol
orbital gap (alpha / beta) = 7.39 / 5.54 eV
spin multiplicity = 6
E = -9068.6540 Eh
E_HOMO (alpha / beta) = -12.205 / -13.734 eV



- Number 3 is which compound?
  C39H47AsBrIrN3OSe



- Which formula does entry 3 have?
  C39H47AsBrIrN3OSe



- What is the relative energy (zero: lowest compared OMol25 entry of this formula, charge and spin) in the first record?
  1698.0 kJ/mol



- Which of these has the highest relative energy (zero: lowest compared OMol25 entry of this formula, charge and spin)?
  C39H46N8O13